# 1
34
Properties=species:S:1:pos:R:3:forces:R:3:mulliken_charge:R:1 method="wB97M-V/def2-TZVPD" lumo_energy_ev=0.6 homo_ev=-8.9
Si 0.917 2.229 0.102 -2.413 0.143 0.113 0.5019
Si -0.194 -2.151 -0.493 -1.988 -0.603 -0.781 0.3058
C 0.211 -2.795 1.200 1.025 -0.592 -0.697 -1.0685
C -1.863 1.129 0.325 1.609 1.709 -0.063 -0.2314
C 2.086 2.252 -1.286 1.106 -0.171 -0.662 -1.1752
C 0.774 -2.965 -1.977 1.786 0.639 1.602 -1.2310
C -2.436 0.214 1.075 -0.396 -0.883 1.528 -0.7489
C -0.458 0.932 -0.191 -0.574 0.766 1.163 1.2709
C 1.540 1.726 1.778 -0.761 -0.634 0.433 -0.9877
C -1.950 -2.873 -0.740 -0.344 0.666 0.629 -1.1706
C 0.047 -0.263 -0.454 1.080 -2.100 -1.027 -0.8794
C -0.057 3.870 0.169 -1.194 -0.019 0.255 -1.2317
H 1.798 1.604 -2.107 -0.281 -0.132 -0.109 0.3699
H -1.844 -0.558 1.583 -0.242 -0.307 -1.004 0.1620
H -0.581 -2.599 1.901 -0.644 -0.462 0.100 0.3625
H 0.150 -3.595 -2.549 -0.965 -0.623 -0.535 0.3591
H 0.533 -3.872 1.098 -0.383 1.140 0.601 0.3040
H -2.707 -2.226 -1.190 0.243 -0.033 -0.425 0.3476
H 0.518 4.682 -0.255 -0.003 0.323 -0.308 0.3894
H 3.122 1.983 -1.061 -0.114 0.173 0.158 0.3566
H -2.434 -3.187 0.190 0.328 0.230 0.276 0.3352
H -3.451 0.271 1.451 0.007 0.432 0.061 0.2913
H 1.693 -3.589 -1.741 -1.018 0.813 0.085 0.3358
H -2.230 2.194 0.389 -0.213 -1.410 -1.028 0.0650
H 1.126 -0.270 -0.716 -0.028 0.438 0.140 0.0954
H 2.063 3.267 -1.661 0.238 0.293 -0.250 0.3345
H 0.927 2.219 2.522 -0.004 0.580 0.295 0.3138
H -0.180 4.136 1.226 -0.042 0.016 -0.013 0.3175
H 1.195 0.697 1.923 0.360 -0.134 -0.248 0.1838
H 2.566 1.769 2.085 0.602 0.277 -0.086 0.4135
H -1.857 -3.797 -1.276 -0.022 -0.427 -0.719 0.3749
H -1.139 3.888 -0.253 2.038 -0.194 0.366 0.2913
H 0.990 -2.153 1.560 1.101 -0.093 0.405 0.3201
H 1.123 -2.170 -2.627 0.106 0.181 -0.256 0.3227

# 2
48
Properties=species:S:1:pos:R:3:forces:R:3:mulliken_charge:R:1 method="wB97M-V/def2-TZVPD" total_charge=-1 lumo_energy_ev=2.6 homo_ev=-4.8
Br -1.522 -2.020 -0.720 -1.285 -0.356 -0.336 -0.4212
Cl -0.057 -2.454 2.108 0.750 -0.147 -0.190 -0.3600
S 3.278 -0.437 5.229 0.076 -0.041 -0.106 0.5155
S -0.086 2.948 -2.562 0.855 -0.223 -0.826 -0.3121
P 0.251 -0.480 -0.921 2.212 -0.018 -0.481 0.2385
P 1.073 -0.945 1.135 0.669 0.826 1.316 0.3031
F -1.530 2.749 -0.441 -0.500 -0.938 0.074 -0.4090
O -0.288 0.154 -2.455 -1.130 0.779 0.115 -0.6110
O 2.452 1.376 -0.241 0.319 -1.349 -0.762 -0.6779
O -5.328 0.607 -1.569 -0.075 -1.183 0.051 -0.4092
O -0.562 0.808 -0.071 -1.917 -0.797 -1.631 -0.4188
O 4.512 -0.634 6.047 -0.109 0.150 -0.068 -0.6611
O -6.210 -0.332 0.272 0.152 -0.070 -1.550 -0.5292
O 2.667 -1.514 0.816 -1.786 -0.968 -0.539 -0.4926
C -1.587 1.362 -0.852 0.188 2.265 0.518 0.9524
C 2.940 -0.001 -2.387 0.622 -0.446 0.335 -0.3534
C -6.464 -1.720 -1.644 -0.353 0.386 -0.642 -0.9108
C -3.085 1.026 -0.535 -0.600 -1.037 0.193 -1.0470
C -3.886 0.332 -1.680 -0.046 -0.678 -0.655 0.0307
C -1.046 1.350 -2.373 1.063 -0.316 1.720 -0.0017
C 2.600 1.176 5.658 -0.023 0.144 0.032 -0.8985
C 3.798 0.016 3.568 0.098 0.120 -0.061 -0.7340
C 3.588 -1.441 -2.324 0.086 -0.061 -0.705 -1.0617
C -5.979 -0.435 -0.919 -0.215 0.039 1.904 0.7173
B 1.983 0.375 -1.134 0.985 1.558 -0.002 0.5687
H 0.876 -1.600 -1.593 -0.438 0.145 0.025 0.0612
H 2.408 0.083 -3.368 0.245 0.068 0.910 0.2407
H 3.428 1.378 -0.307 -0.622 0.403 -0.057 0.2579
H 3.375 1.940 5.570 0.037 -0.078 -0.018 0.2859
H 2.924 0.286 2.973 -0.038 -0.093 0.013 0.1053
H 4.498 0.853 3.613 -0.010 -0.024 0.141 0.4320
H -3.641 1.956 -0.254 0.732 -0.635 -0.491 0.3798
H -1.760 1.456 -3.220 0.304 -0.326 0.810 0.3590
H 4.289 -1.561 -1.463 -0.501 0.155 -0.662 0.2141
H -6.133 -1.797 -2.708 -0.024 0.017 0.945 0.2780
H -6.203 -2.629 -1.049 0.040 0.911 -0.511 0.2857
H 3.803 0.730 -2.396 -0.787 -0.543 -0.177 0.3264
H 1.765 1.408 4.995 0.030 -0.076 -0.016 0.3367
H 4.150 -1.594 -3.289 -0.283 0.003 1.022 0.3602
H 0.873 2.956 -1.571 -0.935 -0.466 -0.381 0.1073
H 2.588 -2.306 0.242 0.336 0.445 0.228 0.2944
H -7.589 -1.683 -1.668 1.023 0.119 0.101 0.3259
H -3.607 0.661 -2.712 -0.167 -0.022 0.987 0.0568
H 2.245 1.136 6.687 0.042 -0.089 -0.045 0.3096
H 2.839 -2.274 -2.282 0.464 0.837 0.054 0.2575
H 4.290 -0.843 3.113 -0.118 -0.022 0.082 0.2898
H -3.784 -0.787 -1.684 0.329 1.073 0.161 0.2003
H -3.145 0.363 0.370 0.301 0.561 -0.825 0.2187

# 3
46
Properties=species:S:1:pos:R:3:forces:R:3:mulliken_charge:R:1 method="wB97M-V/def2-TZVPD" total_charge=-1 lumo_energy_ev=2.2 homo_ev=-4.4
S 2.666 1.295 1.732 0.187 0.427 -0.927 -0.4401
S -3.780 -3.550 3.324 -0.004 0.237 -0.022 0.5100
S -2.906 1.800 0.121 0.176 -0.027 0.054 0.5064
P 2.554 2.390 0.106 -0.595 0.602 2.093 0.8133
O 3.858 3.478 0.045 -1.874 -1.484 -0.872 -0.5489
O 0.232 -1.143 -0.582 1.691 -0.318 -0.730 -0.4719
O -4.526 -2.296 3.647 0.067 -0.360 -0.217 -0.6124
O -1.540 1.545 0.666 -0.319 0.246 -0.160 -0.5243
O 1.159 3.378 0.314 1.890 -1.103 -1.371 -0.5247
O 2.527 2.304 -2.550 0.406 -0.203 2.124 -0.7721
O 3.273 0.215 -3.244 0.430 -0.781 1.500 -0.8066
O 1.957 -1.837 0.704 -1.386 0.896 -2.773 -0.5529
C -3.323 3.518 0.485 -0.013 0.110 0.082 -1.0202
C 5.528 -0.045 -0.264 -0.093 0.042 -1.111 -0.5708
C -4.997 -4.808 2.883 -0.126 -0.026 -0.067 -0.9208
C 2.326 1.386 -1.470 0.084 1.077 -1.176 0.0402
C 2.684 -1.338 -1.570 -1.237 0.000 -0.338 -0.6210
C 3.303 0.134 -1.784 -0.067 1.556 -2.730 1.4503
C 4.866 0.254 -1.498 0.745 -0.172 2.285 -1.0870
C 1.596 -1.440 -0.410 1.669 -1.215 2.494 0.3276
C -4.089 1.066 1.268 0.000 -0.007 0.115 -0.7646
C -3.094 -3.360 1.666 -0.001 0.078 -0.055 -0.9198
B 2.933 1.557 -3.760 -0.949 -0.428 0.215 0.9380
H 1.935 1.407 -4.409 -0.675 -0.076 -0.881 -0.3262
H -5.666 -4.425 2.110 0.057 0.060 0.029 0.2917
H 3.500 -2.135 -1.481 -1.269 1.285 0.484 0.3097
H 3.761 2.122 -4.408 0.799 0.342 -0.102 -0.2845
H 1.230 1.073 -1.486 1.103 0.032 0.399 0.0142
H -3.894 1.418 2.282 0.076 -0.014 -0.056 0.3124
H -3.881 -3.067 0.969 -0.048 -0.016 0.094 0.2964
H -4.361 3.708 0.206 0.033 -0.061 -0.028 0.3859
H -2.641 -4.300 1.348 0.006 0.033 0.069 0.3920
H 0.020 -0.928 -1.512 0.458 -0.026 0.507 0.3894
H -3.974 -0.017 1.233 0.057 0.084 -0.013 0.0680
H 0.360 2.834 0.135 0.534 0.097 0.320 0.3060
H 5.489 0.580 0.678 -1.545 -1.746 -0.661 0.2030
H -3.176 3.720 1.547 0.048 -0.091 -0.029 0.3033
H -4.483 -5.702 2.527 0.033 0.056 0.034 0.3397
H 4.385 3.354 -0.772 -0.620 0.023 0.239 0.3628
H -5.103 1.333 0.966 0.058 0.008 -0.057 0.4123
H 2.129 -1.598 -2.540 0.924 0.743 1.189 0.2934
H -5.576 -5.054 3.773 0.098 0.083 -0.005 0.3178
H 6.199 -0.976 -0.222 0.501 2.314 -0.522 0.2061
H -2.328 -2.583 1.696 -0.027 -0.066 0.093 0.3049
H 5.535 0.569 -2.369 -1.289 -2.071 0.477 0.3330
H -2.668 4.163 -0.101 0.008 -0.139 0.003 0.3408

# 4
36
Properties=species:S:1:pos:R:3:forces:R:3:mulliken_charge:R:1 method="wB97M-V/def2-TZVPD" total_charge=+1 lumo_energy_ev="-3.9 / -2.7" homo_ev="-8.7 / -10.4"
O 2.178 -1.069 -1.336 0.363 1.244 -1.399 -0.3490
N -2.014 -0.486 0.548 -0.546 1.140 1.956 0.2083
N 2.952 0.394 0.485 -0.306 -0.938 -1.288 -0.1039
C -3.429 -0.704 -0.003 1.034 0.391 0.002 -0.9923
C 3.560 0.469 1.830 0.956 -1.403 -3.459 -1.0180
C -0.563 2.103 -0.302 0.483 1.129 2.331 -0.4302
C -0.880 0.897 -1.093 0.237 0.726 -4.046 -0.3325
C -0.204 3.436 -0.948 -2.598 0.010 -1.869 -1.3745
C -1.695 -1.553 1.534 -1.003 -1.596 2.876 -0.9558
C -0.744 -1.771 -1.050 1.619 1.499 -1.726 -1.5862
C 2.524 -0.719 -0.121 -0.513 -0.934 1.679 0.2839
C -0.873 -0.372 -0.459 -0.105 -3.101 3.009 0.3346
C 2.908 -2.066 -0.585 2.700 3.548 0.369 -0.3021
H 2.682 1.241 -0.013 0.136 -0.043 0.506 0.3294
H 2.421 -2.920 -0.396 -1.976 -2.843 0.976 0.2736
H -1.180 3.815 -1.493 1.962 -0.178 1.201 0.3043
H 4.023 1.381 1.830 1.588 2.189 0.251 0.3837
H -3.571 -0.215 -0.947 0.235 0.393 -0.380 0.3383
H 4.244 -0.329 2.037 0.499 -0.398 -0.370 0.3438
H 0.132 4.078 -0.150 -0.162 0.607 -0.067 0.3804
H -1.668 -2.583 1.080 0.424 1.474 0.159 0.3840
H -0.430 -2.584 -0.375 -0.943 0.415 -0.135 0.2723
H -0.722 -1.268 2.095 -1.742 -0.661 -1.118 0.2829
H 0.256 1.909 0.396 0.142 -0.501 0.044 0.3761
H -1.586 -1.940 -1.736 -0.041 -0.843 0.276 0.3519
H -2.591 -1.761 2.309 1.907 1.232 -1.543 0.3368
H 2.883 0.468 2.555 -3.293 -0.055 2.959 0.3918
H 0.152 -1.761 -1.705 -0.696 0.274 -0.021 0.4523
H -0.186 0.771 -1.964 -0.111 0.349 0.610 0.2485
H 3.972 -2.143 -0.832 -0.387 -0.138 -0.323 0.2610
H -1.816 1.139 -1.642 -0.216 -0.204 0.034 0.2240
H -1.411 2.328 0.396 0.390 -0.120 -0.448 0.1075
H 0.545 3.405 -1.741 0.155 -0.309 0.192 0.3560
H -2.093 0.418 1.186 0.434 -2.078 -2.025 0.3981
H -4.063 -0.279 0.719 -1.042 0.591 0.803 0.4295
H -3.714 -1.727 -0.107 0.418 -0.867 -0.015 0.3915